1.
9
Properties=species:S:1:pos:R:3:nbo_charge:R:1 method="wB97M-V/def2-TZVPD" lumo_ha=-0.0506 homo_ev=-10.75 gap_ev=9.37 charge=0 spin_multiplicity=1 smiles="O=c1nccno1"
C -1.028 0.110 -0.059 0.828
C 0.952 1.205 -0.037 0.115
C 1.651 -0.084 -0.230 -0.118
H 1.406 2.259 -0.185 0.239
H 2.680 -0.182 0.127 0.220
N -0.334 1.226 0.231 -0.451
N 1.144 -1.228 0.073 0.050
O -2.190 -0.166 -0.125 -0.500
O -0.211 -1.016 0.110 -0.382

---

2.
9
Properties=species:S:1:pos:R:3:nbo_charge:R:1 method="wB97M-V/def2-TZVPD" lumo_ha="-0.0385 / -0.0385" homo_ev="-9.29 / -9.29" gap_ev="8.25 / 8.25" charge=0 spin_multiplicity=1
N -1.992 -1.223 0.008 -0.518
C -1.413 -0.172 0.044 0.547
O 0.775 -0.848 0.257 -0.680
C 1.560 0.058 -0.022 0.655
O 1.306 1.308 -0.240 -0.484
C -1.161 1.142 0.103 -0.048
N -0.258 1.972 0.045 -0.012
H -1.461 -2.087 -0.079 0.437
H 2.644 -0.151 -0.117 0.103

---

Short version: 2 is the least stable of them.

---

1.
9
Properties=species:S:1:pos:R:3:nbo_charge:R:1 method="wB97M-V/def2-TZVPD" lumo_ha=0.0008 homo_ev=-10.76 gap_ev=10.78 charge=0 spin_multiplicity=1
C -0.985 0.159 0.869 -0.032
C 0.770 0.354 0.077 0.324
C -0.287 -0.108 -0.528 0.052
H -0.919 -0.897 1.546 0.196
H -1.906 0.608 0.857 0.201
N 1.750 0.257 -0.667 -0.060
N 0.015 -0.833 -1.646 -0.094
O 0.060 0.957 1.158 -0.456
O 1.503 -0.497 -1.666 -0.131

---

2.
9
Properties=species:S:1:pos:R:3:nbo_charge:R:1 method="wB97M-V/def2-TZVPD" lumo_ha="-0.0359 / -0.0359" homo_ev="-9.94 / -9.94" gap_ev="8.96 / 8.96" charge=0 spin_multiplicity=1
O -2.644 0.275 -0.033 -0.403
C -1.506 0.056 -0.076 0.521
C -0.346 -0.377 -0.991 0.221
N 0.563 0.677 -1.000 -0.428
C 1.279 0.427 0.059 0.199
N 0.849 -0.673 0.778 -0.221
O 0.159 -1.383 -0.220 -0.328
H -0.403 -0.079 1.024 0.219
H 2.049 1.076 0.459 0.220

---

Short version: 1 is the least stable of them.

---

1.
9
Properties=species:S:1:pos:R:3:nbo_charge:R:1 method="wB97M-V/def2-TZVPD" lumo_ha=0.0110 homo_ev=-10.23 gap_ev=10.53 charge=0 spin_multiplicity=1 smiles="O=C=CC=O.N#N"
C -0.394 0.728 -0.122 -0.674
C -0.570 -0.709 0.032 0.425
C -1.433 1.465 -0.069 0.812
N -4.424 -0.708 0.571 -0.002
N -4.295 -0.533 -0.508 0.004
O -2.362 2.143 0.108 -0.403
O -1.605 -1.311 -0.090 -0.551
H 0.519 1.085 0.133 0.271
H 0.414 -1.334 0.322 0.118

---

2.
9
Properties=species:S:1:pos:R:3:nbo_charge:R:1 method="wB97M-V/def2-TZVPD" lumo_ha=-0.0088 homo_ev=-11.85 gap_ev=11.61 charge=0 spin_multiplicity=1 smiles="[H]/N=C(/C#N)OC=O"
N 1.505 0.586 0.600 -0.522
C 0.338 0.135 0.678 0.446
O -0.754 0.495 -0.102 -0.514
C -0.756 0.083 -1.407 0.645
O 0.112 -0.546 -1.929 -0.531
C -0.027 -0.832 1.699 0.197
N -0.334 -1.605 2.502 -0.230
H 1.602 1.251 -0.168 0.364
H -1.685 0.433 -1.873 0.145

---

3.
9
Properties=species:S:1:pos:R:3:nbo_charge:R:1 method="wB97M-V/def2-TZVPD" lumo_ha=-0.0404 homo_ev=-10.45 gap_ev=9.35 charge=0 spin_multiplicity=1
O 0.035 -2.009 0.406 -0.517
C 0.734 -1.090 0.697 0.449
C -0.130 0.305 1.210 0.391
N -1.006 0.848 0.586 -0.440
C -0.909 0.986 -0.805 0.119
N 0.174 0.542 -1.340 -0.018
O 1.083 0.091 -0.512 -0.390
H 1.731 -1.081 1.151 0.183
H -1.712 1.407 -1.392 0.223

---

4.
9
Properties=species:S:1:pos:R:3:nbo_charge:R:1 method="wB97M-V/def2-TZVPD" lumo_ha=0.0019 homo_ev=-11.70 gap_ev=11.76 charge=0 spin_multiplicity=1
N 1.085 0.850 -0.977 -0.566
C 0.694 -0.140 -0.320 0.656
O -0.029 -0.160 0.863 -0.512
C -1.264 0.430 0.876 0.647
O -1.785 0.975 -0.048 -0.532
C 1.221 -2.550 -1.008 0.392
N 0.997 -1.433 -0.703 -0.595
H 0.765 1.725 -0.565 0.367
H -1.684 0.304 1.882 0.143

---

Short version: 3 is the least stable of them.

---

1.
9
Properties=species:S:1:pos:R:3:nbo_charge:R:1 method="wB97M-V/def2-TZVPD" lumo_ha="-0.0407 / -0.0407" homo_ev="-8.30 / -8.30" gap_ev="7.19 / 7.19" charge=0 spin_multiplicity=1
C 1.094 -1.565 0.479 0.318
N -1.628 1.202 -0.037 -1.174
O 1.165 1.229 -0.346 -1.120
O 0.024 -1.141 0.033 -0.541
P 0.031 0.509 -0.905 1.451
H 1.255 -2.632 0.573 0.157
H 1.897 -0.874 0.743 0.182
H -1.428 2.181 0.122 0.367
H -2.410 1.092 -0.661 0.359

---

2.
9
Properties=species:S:1:pos:R:3:nbo_charge:R:1 method="wB97M-V/def2-TZVPD" lumo_ha="-0.0484 / -0.0485" homo_ev="-8.78 / -8.78" gap_ev="7.47 / 7.46" charge=0 spin_multiplicity=1
C 0.246 -0.498 -0.925 -0.212
N 1.369 -0.265 -1.250 0.282
O 2.391 0.164 -1.631 -0.270
O -0.294 -0.885 1.674 -1.037
P -0.072 0.374 0.950 1.153
H -1.843 0.943 0.706 -0.060
H -0.653 -1.012 -1.215 0.291
H 1.401 0.417 1.114 -0.155
H -2.545 0.762 0.577 0.008

---

Short version: 2 is the least stable of them.

---

1.
18
Properties=species:S:1:pos:R:3:nbo_charge:R:1 method="wB97M-V/def2-TZVPD" lumo_ha="-0.2057 / -0.2302" homo_ev="-12.79 / -12.36" gap_ev="7.19 / 6.09" charge=+1 spin_multiplicity=1 smiles="C=C/C=N/[n+]1ccccn1"
C 0.912 -1.686 -2.524 -0.184
C 0.134 -2.487 -1.696 -0.170
C 0.966 -0.328 -2.160 0.076
C -0.459 -2.007 -0.551 0.038
C -0.531 2.910 2.727 -0.100
C -0.784 1.692 2.223 -0.348
C -0.153 1.224 1.138 0.137
N 0.387 0.085 -1.082 -0.240
N -0.666 -0.348 0.899 -0.238
N -0.250 -0.718 -0.256 0.074
H 1.382 -2.266 -3.313 0.259
H 0.056 -3.469 -2.097 0.252
H 1.466 0.348 -2.753 0.229
H -0.918 -2.655 0.094 0.251
H -0.477 3.288 3.729 0.227
H -0.325 3.750 2.132 0.199
H -1.428 0.994 2.903 0.281
H 0.687 1.673 0.587 0.254

---

2.
18
Properties=species:S:1:pos:R:3:nbo_charge:R:1 method="wB97M-V/def2-TZVPD" lumo_ha=-0.1469 homo_ev=-12.08 gap_ev=8.08 charge=+1 spin_multiplicity=1
C 1.612 -1.896 0.166 -0.138
C 0.364 -2.119 -0.348 -0.160
C 2.132 0.624 0.278 -0.055
C 0.145 1.769 -0.412 0.177
C 1.318 -0.482 0.395 -0.042
C -1.248 -0.026 0.072 0.352
C -0.053 -0.720 -0.045 -0.167
N 1.403 1.647 -0.364 -0.312
N -2.445 -0.282 -0.410 -0.778
N -0.862 1.381 0.546 -0.585
H 2.545 -2.370 0.191 0.238
H 0.078 -2.993 -0.862 0.242
H 3.192 0.900 0.423 0.265
H -0.187 2.618 -0.907 0.206
H -2.416 -1.156 -0.751 0.406
H -3.327 -0.023 -0.015 0.419
H -0.526 1.092 1.466 0.463
H -1.727 2.038 0.577 0.467

---

Short version: 1 is the least stable of them.

---

1.
14
Properties=species:S:1:pos:R:3:nbo_charge:R:1 method="wB97M-V/def2-TZVPD" lumo_ha=0.0108 homo_ev=-8.05 gap_ev=8.35 charge=0 spin_multiplicity=1 smiles="O=[S@@H]1=C[C@@H]2N[C@@H]2C1"
C -1.268 0.665 0.277 -0.758
C 0.743 -0.899 -0.585 -0.578
C 0.034 1.144 0.855 -0.103
C 1.152 0.397 0.147 -0.097
N 0.836 1.722 -0.234 -0.581
O -2.010 -1.430 -1.239 -0.910
S -1.167 -0.993 -0.180 1.574
H -2.199 0.785 0.907 0.227
H 0.973 -1.074 -1.717 0.249
H 1.157 -1.685 0.014 0.213
H 0.110 1.419 1.846 0.213
H 2.123 0.221 0.466 0.199
H 0.365 1.844 -1.223 0.379
H -0.850 -2.116 0.665 -0.027

---

2.
14
Properties=species:S:1:pos:R:3:nbo_charge:R:1 method="wB97M-V/def2-TZVPD" lumo_ha="-0.0001 / -0.0001" homo_ev="-7.45 / -7.45" gap_ev="7.44 / 7.45" charge=0 spin_multiplicity=1
C -0.998 0.197 -0.777 -0.363
C -1.861 -0.922 -0.723 -0.505
C 0.191 0.426 -0.177 0.201
C 2.053 1.797 0.270 -0.248
N -0.874 -2.636 1.138 -1.073
O 0.847 1.582 -0.428 -0.495
S -2.013 -2.374 0.088 0.906
H -1.339 1.003 -1.417 0.225
H -2.706 -0.876 -1.401 0.234
H 0.663 -0.287 0.489 0.197
H 2.682 0.904 0.262 0.179
H 1.856 2.089 1.309 0.180
H 2.567 2.607 -0.248 0.200
H -1.069 -3.509 1.615 0.362

---

Short version: 1 is the least stable of them.

---

1.
14
Properties=species:S:1:pos:R:3:nbo_charge:R:1 method="wB97M-V/def2-TZVPD" lumo_ha=0.0028 homo_ev=-8.57 gap_ev=8.65 charge=0 spin_multiplicity=1
C -2.915 -0.246 0.058 -0.667
C -1.429 -0.750 -0.135 -0.267
C -0.379 0.103 0.246 0.052
C 1.714 0.765 -0.271 0.368
H -2.784 0.913 0.106 0.233
H -3.293 -0.559 1.110 0.233
H -3.547 -0.682 -0.910 0.243
H -0.955 -1.904 -0.772 0.258
H -0.322 1.299 1.336 0.219
H 1.118 1.643 -0.751 0.184
H 5.046 -0.141 0.167 0.107
N 2.906 0.648 -0.130 -0.637
O 1.010 -0.377 -0.163 -0.547
S 3.830 -0.712 0.110 0.221

---

2.
14
Properties=species:S:1:pos:R:3:nbo_charge:R:1 method="wB97M-V/def2-TZVPD" lumo_ha=0.0211 homo_ev=-7.31 gap_ev=7.88 charge=0 spin_multiplicity=1
C -3.686 -0.544 0.104 0.857
C 2.295 -0.643 0.861 -0.873
C -0.078 -0.414 -0.499 -0.553
C -0.210 1.037 -0.218 -0.658
N -3.329 -1.675 0.006 -0.771
O -3.984 0.526 0.419 -0.510
S 1.174 -1.412 -0.074 0.750
H 3.138 -1.233 1.157 0.229
H 2.253 0.399 1.095 0.215
H -0.807 -0.902 -1.122 0.217
H -1.229 1.266 0.098 0.231
H 0.003 1.630 -1.113 0.224
H 0.469 1.353 0.570 0.216
H -3.233 -2.334 -0.731 0.426

---

Short version: 1 is the least stable of them.